# 1
Here is C5H11NO2 in the gas phase at a distorted geometry from the OMol25 dataset. Energies are from ωB97M-V/def2-TZVPD.

```
19
C5H11NO2, DFT ωB97M-V/def2-TZVPD
C -0.291 -1.705 -1.438
C -0.539 -0.233 -0.977
C 0.673 0.329 -0.090
C 0.591 -0.244 1.386
O 0.344 -1.647 1.299
N 0.617 1.807 0.002
C -0.539 2.364 0.467
O -1.453 1.687 0.879
H -0.814 -2.312 -0.569
H -0.666 -1.857 -2.448
H 0.782 -1.977 -1.343
H -0.624 0.482 -1.854
H -1.419 -0.360 -0.400
H 1.619 -0.063 -0.447
H 1.628 -0.262 1.778
H -0.230 0.114 1.979
H -0.484 -1.963 1.737
H 1.370 2.395 -0.298
H -0.566 3.445 0.338
```

**Spin multiplicity**: 1
**Total charge**: 0
**SMILES**: CC[C@H](CO)NC=O

# 2
Here is 2 unconnected molecules or ions with the total composition C5H11NO2 at a distorted geometry from the OMol25 dataset. Energies are from ωB97M-V/def2-TZVPD.

```
19
C5H11NO2, DFT ωB97M-V/def2-TZVPD
C -0.071 -1.084 1.695
C -0.742 -0.536 0.470
C -1.357 0.775 0.484
O -1.333 -1.503 -0.301
O -2.501 0.873 -0.363
H -1.944 -1.043 -0.902
H -3.290 0.683 0.159
H -1.493 1.218 1.471
H 0.488 -0.299 2.205
H 0.612 -1.893 1.436
H -0.822 -1.483 2.384
C 2.423 0.180 -1.527
C 1.197 0.781 -0.926
N 0.684 1.875 -0.867
H -0.520 1.522 -0.077
H 0.485 -0.118 -0.316
H 2.141 -0.608 -2.229
H 3.036 -0.277 -0.748
H 3.007 0.937 -2.049
```

**Spin multiplicity**: 1
**Total charge**: 0

# 3
Here is a molecular structure, C5H11NO2 from the OMol25 dataset. Energies are from ωB97M-V/def2-TZVPD.

```
19
C5H11NO2, DFT ωB97M-V/def2-TZVPD
C -0.709 0.738 -1.096
C -0.109 1.146 0.125
C 1.186 -0.602 0.928
C 0.396 -0.911 2.176
N -0.158 1.285 -2.298
C 0.062 -0.711 -0.690
O -2.071 0.464 -1.092
O -0.736 -1.645 -0.493
H -2.126 -0.504 -0.909
H -0.503 2.229 -2.446
H -0.458 0.728 -3.091
H 0.938 -0.699 -1.339
H 0.793 1.737 0.114
H -0.701 1.105 1.026
H 1.667 -1.504 0.556
H 1.942 0.172 1.036
H 0.085 -0.016 2.718
H 0.993 -1.518 2.864
H -0.489 -1.496 1.912
```

**Spin multiplicity**: 1
**Total charge**: 0

# 4
Here is C5H11NO2 in the gas phase at a distorted geometry from the OMol25 dataset. Energies are from ωB97M-V/def2-TZVPD.

```
19
C5H11NO2, DFT ωB97M-V/def2-TZVPD
C 0.394 -2.103 -0.250
C 0.147 -0.705 -0.790
O 0.785 -0.604 -2.030
C 0.551 0.394 0.208
C 0.450 1.811 -0.358
C -0.364 0.200 1.422
N -1.649 0.649 1.306
O 0.079 -0.146 2.502
H 1.451 -2.222 -0.024
H 0.100 -2.840 -0.992
H -0.184 -2.259 0.658
H -1.002 -0.556 -0.835
H 0.691 0.291 -2.375
H 1.577 0.205 0.536
H 1.234 1.994 -1.091
H -0.508 1.986 -0.847
H 0.558 2.535 0.448
H -2.253 0.522 2.102
H -2.059 0.848 0.411
```

**Spin multiplicity**: 1
**Total charge**: 0
**SMILES**: C[C@H](O)[C@@H](C)C(N)=O

# 5
Here is C5H11NO2 in the gas phase at a distorted geometry from the OMol25 dataset. Energies are from ωB97M-V/def2-TZVPD.

```
19
C5H11NO2, DFT ωB97M-V/def2-TZVPD
C 0.210 -1.632 0.147
C 0.245 -0.181 0.610
C 1.694 0.498 0.138
O 0.233 -0.113 2.024
C -0.894 0.695 0.049
N -2.192 0.006 -0.107
C -0.404 1.207 -1.314
O -0.569 0.576 -2.362
H 1.071 -2.188 0.533
H -0.685 -2.136 0.528
H 0.210 -1.690 -0.946
H 1.804 1.400 -0.465
H 2.251 0.761 1.044
H 2.257 -0.294 -0.367
H 0.839 -0.789 2.371
H -1.046 1.561 0.702
H -2.904 0.690 -0.356
H -2.124 -0.603 -0.926
H 0.004 2.232 -1.304
```

**Spin multiplicity**: 1
**Total charge**: 0
**SMILES**: CC(C)(O)[C@H](N)C=O

# 6
Here is 3 unconnected molecules or ions with the total composition C5H11NO2 at a distorted geometry from the OMol25 dataset. Energies are from ωB97M-V/def2-TZVPD.

```
19
C5H11NO2, DFT ωB97M-V/def2-TZVPD
C -0.769 1.437 -2.034
C -0.145 1.488 -0.684
C -0.581 2.123 0.453
C 0.443 1.937 1.451
C 1.321 1.025 0.948
N 0.953 0.740 -0.362
H -0.345 2.139 -2.754
H -0.632 0.444 -2.478
H -1.846 1.576 -2.016
H -1.443 2.768 0.469
H 0.392 2.343 2.444
H 2.049 0.375 1.403
H 1.433 0.142 -1.012
O 2.699 -2.645 -0.142
H 3.194 -3.206 0.453
H 2.720 -1.702 0.088
O -3.256 -3.591 0.888
H -3.716 -4.125 1.567
H -2.470 -3.268 1.318
```

**Spin multiplicity**: 1
**Total charge**: 0
**SMILES**: Cc1ccc[nH]1.O.O

# 7
Here is C5H11NO3 in the gas phase from the OMol25 dataset. Energies are from ωB97M-V/def2-TZVPD.

```
20
C5H11NO3, DFT ωB97M-V/def2-TZVPD
C -0.462 0.346 -1.796
C -0.064 0.081 -0.342
C 0.819 1.240 0.135
C 0.671 -1.268 -0.243
C 1.348 -1.504 1.104
O 2.367 -2.127 1.192
O 0.748 -0.980 2.172
O -1.178 -0.267 0.546
N -2.239 0.555 0.952
H 0.436 0.365 -2.406
H -0.964 1.307 -1.901
H -1.120 -0.437 -2.166
H 0.316 2.196 -0.003
H 1.725 1.245 -0.464
H 1.103 1.143 1.179
H -0.068 -2.060 -0.375
H 1.424 -1.373 -1.019
H -0.148 -0.663 1.926
H -1.883 1.421 1.358
H -2.830 0.779 0.152
```

**Spin multiplicity**: 1
**Total charge**: 0
**SMILES**: CC(C)(CC(=O)O)ON

# 8
Here is C5H11NO3S in the gas phase at a distorted geometry from the OMol25 dataset. Energies are from ωB97M-V/def2-TZVPD.

```
21
C5H11NO3S, DFT ωB97M-V/def2-TZVPD
C -1.701 0.738 0.144
C -0.464 0.045 0.776
C -0.894 -1.144 1.689
C 0.469 0.924 1.624
C 0.359 -0.481 -0.379
O 0.724 -1.629 -0.494
N 0.722 0.383 -1.394
S 1.724 -0.319 -2.592
O 3.047 -0.525 -2.226
O 1.455 0.496 -3.759
H -1.957 1.734 0.742
H -2.643 0.051 0.102
H -1.541 0.946 -0.861
H -1.350 -0.790 2.642
H -1.605 -1.732 1.308
H -0.055 -1.887 1.806
H -0.047 1.834 2.226
H 0.982 0.228 2.364
H 1.266 1.352 0.847
H 0.397 1.316 -1.774
H 1.111 -1.538 -2.790
```

**Spin multiplicity**: 1
**Total charge**: 0
**SMILES**: CC(C)(C)C(=O)N[SH](=O)=O

One value per record, in order, for total energy: -402.3079; -402.2295; -402.2038; -402.3656; -402.3115; -402.3303; -477.5444; -875.7082 Eh.
One value per record, in order, for ΔE to the lowest compared entry with this formula, charge and spin: 44.1; 93.3; 109.4; 7.8; 41.8; 30.0; 50.9; 41.9 kcal/mol.